Record 1
The following is a quantum chemistry calculation of a 10-piece molecular cluster, C42H114N10O11 overall in a non-equilibrium geometry, from the OMol25 dataset.

Values from the calculation:
Total charge = +1
HOMO (alpha / beta) = -0.37090 / -0.37090 Ha
Energy = -3043.028868 Eh
Spin multiplicity = 2
Expectation value of S² = 0.755

Each line ends with the Mulliken charge.
CARTESIAN COORDINATES (ANGSTROEM)
C -3.83927 -2.39673 5.15513  -0.631
O -4.91196 -2.22328 4.20987  -0.403
C -4.83350 -1.15629 3.22704  0.193
C -6.07249 -0.28987 3.28115  -1.037
N -7.37161 -0.88595 3.19663  0.032
C -7.70861 -1.03854 1.76541  -0.269
C -8.38168 0.04422 1.06436  -0.782
O -7.68298 1.26651 0.68978  -0.367
C -7.00385 1.01613 -0.58752  -0.568
H -3.89869 -3.30344 5.75716  0.262
H -3.96653 -1.48747 5.74263  0.324
H -2.85575 -2.29409 4.69660  0.239
H -4.58353 -1.43389 2.20305  0.244
H -4.01847 -0.45913 3.42148  0.221
H -5.94952 0.64404 2.73271  0.485
H -6.16768 0.14158 4.27759  0.355
H -7.25465 -1.82176 3.55812  0.386
H -8.32874 -1.91569 1.58063  0.495
H -6.85086 -1.28457 1.13944  0.211
H -9.17219 0.38295 1.73404  0.363
H -8.89105 -0.28498 0.15867  0.444
H -7.66579 1.10857 -1.44855  0.317
H -6.52909 0.04085 -0.48014  0.226
H -6.19753 1.74903 -0.55922  0.253
C -1.74782 -1.53839 -0.00420  -1.141
C -1.56166 -0.06312 -0.45627  0.089
C -0.47773 0.55326 0.40168  0.189
O 0.71775 -0.15203 0.18284  0.122
C 1.80276 0.46471 0.83967  1.246
N -1.24902 0.01463 -1.89604  0.569
H -0.77149 -1.96563 0.22456  0.218
H -2.46336 -2.17708 -0.52206  0.070
H -2.11489 -1.48223 1.02060  0.319
H -2.48725 0.46137 -0.21900  0.369
H -0.76908 0.55635 1.45202  0.034
H -0.29556 1.60855 0.19852  -0.151
H 2.64990 -0.21464 0.74518  -0.447
H 1.65686 0.84811 1.84953  -0.393
H 2.11047 1.38223 0.33810  -0.527
H -0.42622 -0.54972 -2.05289  -0.112
H -0.95750 0.91713 -2.24333  -0.149
C -3.01457 2.71960 -3.37997  -1.012
C -1.62060 3.38533 -3.70884  0.012
C -1.62864 4.96465 -3.37087  -0.737
O -2.49133 5.91220 -3.98468  -0.407
C -2.75802 5.64046 -5.39059  -0.578
N -0.61748 2.67638 -2.93769  -0.353
H -3.82790 2.97960 -4.05746  0.422
H -3.21651 2.85907 -2.31796  0.263
H -2.92375 1.65383 -3.58970  0.042
H -1.44339 3.20621 -4.76932  0.512
H -0.63466 5.38776 -3.22571  0.451
H -2.03260 5.08988 -2.36626  0.277
H -3.33209 4.72293 -5.51972  0.190
H -1.82406 5.57394 -5.94861  0.278
H -3.27990 6.49930 -5.81264  0.282
H -0.74905 2.82607 -1.94754  0.014
H 0.32731 2.97958 -3.12624  -0.207
C 1.12767 1.63113 4.96543  -0.114
C -0.15331 0.91497 5.40920  0.575
C -1.38038 1.87308 5.48974  -0.921
O -1.27083 2.92117 6.47598  -0.329
C -2.47577 3.21331 7.09482  -0.822
N -0.28516 -0.27050 4.60016  -0.374
H 1.09719 1.87388 3.90324  -0.054
H 1.92739 0.89597 5.05535  -0.186
H 1.33503 2.51231 5.57256  -0.052
H -0.06057 0.64729 6.46175  0.225
H -2.17647 1.22029 5.84778  0.437
H -1.86565 2.21973 4.57735  0.353
H -2.76453 2.51170 7.87742  0.308
H -3.30285 3.19266 6.38516  0.344
H -2.46446 4.14498 7.66047  0.277
H 0.38575 -1.00859 4.75888  0.392
H 0.08180 -0.11158 3.67270  -0.126
C 0.30465 -3.41004 -3.53609  -1.007
C 0.65492 -4.79934 -2.99884  0.727
C -0.33526 -5.16322 -1.80470  -0.894
O -1.64792 -4.75219 -2.12556  0.081
C -2.62337 -5.29906 -1.18655  -0.968
N 0.55489 -5.78740 -4.12169  -0.744
H 0.04272 -2.67498 -2.77504  0.028
H -0.63961 -3.37883 -4.07968  -0.200
H 1.02465 -3.03634 -4.26413  0.472
H 1.68703 -4.78293 -2.64874  0.089
H 0.09429 -4.65183 -0.94327  0.305
H -0.31780 -6.21144 -1.50632  0.452
H -2.45055 -6.37021 -1.08232  0.352
H -3.63451 -5.12254 -1.55335  0.227
H -2.49278 -4.87976 -0.18893  0.331
H 0.58817 -6.71205 -3.71670  0.304
H -0.34713 -5.63727 -4.55055  0.286
C 4.25986 -1.40771 3.77099  -1.224
C 3.24258 -2.16944 4.65647  1.613
C 3.01704 -3.69455 4.45925  -0.912
O 2.60610 -3.82349 3.15185  -0.113
C 2.46209 -5.16467 2.67357  -0.811
N 3.61905 -1.97128 6.02900  -0.695
H 4.49146 -0.43369 4.20197  0.455
H 3.90801 -1.32054 2.74303  -0.065
H 5.28979 -1.75611 3.69375  0.424
H 2.33878 -1.60750 4.42091  -0.904
H 2.27121 -3.98443 5.19939  0.363
H 3.97635 -4.15622 4.69312  0.356
H 2.22557 -5.18790 1.60979  0.143
H 1.56614 -5.63389 3.08003  0.335
H 3.32764 -5.80765 2.83324  0.351
H 3.38971 -0.99344 6.13546  0.368
H 4.61145 -2.01695 6.21109  0.283
C 6.99848 -1.78075 -3.87359  -1.354
C 6.17030 -3.08224 -3.82077  0.486
C 5.00556 -2.97711 -2.85518  -0.466
O 5.39217 -2.63143 -1.46552  -0.455
C 4.24875 -2.19211 -0.69254  -0.480
N 5.74763 -3.30693 -5.20345  -0.758
H 7.33808 -1.69244 -2.84162  0.257
H 6.33999 -0.95193 -4.13346  0.342
H 7.89275 -1.60451 -4.47135  0.432
H 6.77966 -3.97875 -3.70659  0.272
H 4.41015 -3.88726 -2.92748  0.238
H 4.39000 -2.16672 -3.24563  0.266
H 3.76420 -1.48273 -1.36343  0.223
H 4.36876 -1.78123 0.30989  0.163
H 3.58010 -3.03960 -0.54169  0.345
H 5.11281 -4.07795 -5.35389  0.217
H 6.61879 -3.41810 -5.70226  0.262
C -4.38121 -2.76666 -3.80270  -1.108
C -3.42113 -2.65453 -4.99962  0.127
C -2.40806 -1.55399 -4.75279  0.073
O -1.22079 -1.67845 -5.58285  -0.453
C -0.27983 -0.58327 -5.47588  -0.740
N -2.77888 -3.93828 -4.99751  -0.778
H -4.87062 -3.73911 -3.74870  0.370
H -5.01443 -1.92342 -3.52687  0.453
H -3.73541 -2.67561 -2.92934  -0.124
H -3.97904 -2.48202 -5.91998  0.403
H -2.03712 -1.63467 -3.73103  -0.218
H -2.92202 -0.60948 -4.93125  0.610
H 0.13488 -0.34401 -4.49666  0.129
H -0.79379 0.25862 -5.93974  0.385
H 0.60611 -0.63799 -6.10851  0.376
H -1.87532 -3.83447 -5.43672  0.485
H -2.65675 -4.08706 -4.00602  0.238
C 3.27411 3.32785 -1.56403  -1.214
C 3.30501 3.18414 -3.08963  0.912
C 4.67122 2.98685 -3.63923  -1.432
O 5.36920 1.81060 -3.26538  -0.164
C 6.36613 1.73719 -2.27922  -0.545
N 2.61486 2.01660 -3.53883  -0.388
H 2.23113 3.34469 -1.24775  -0.038
H 3.98420 4.04333 -1.14935  0.462
H 3.56259 2.41843 -1.03694  0.159
H 2.83263 4.01926 -3.60687  0.435
H 5.22644 3.85700 -3.28900  0.536
H 4.62710 3.04262 -4.72691  0.329
H 6.10155 2.27590 -1.36934  0.324
H 7.29032 2.14507 -2.68862  0.259
H 6.36669 0.65490 -2.14987  0.034
H 2.44836 2.17301 -4.52266  0.297
H 3.38732 1.38754 -3.70525  0.160
C 2.89804 6.54722 5.43102  -1.519
C 1.65576 5.93584 4.70472  0.206
C 2.03606 4.99942 3.54090  -0.410
O 0.90716 4.87846 2.61109  -0.439
C 1.14464 3.95851 1.57301  -0.750
N 0.86056 5.19822 5.62609  -0.608
H 3.56174 5.81843 5.89628  0.317
H 2.49841 7.22258 6.18751  0.389
H 3.38513 7.11559 4.63869  0.405
H 1.21933 6.83797 4.27602  0.341
H 2.38887 4.00637 3.81925  0.192
H 2.89175 5.35016 2.96394  0.488
H 0.46364 3.11336 1.67335  0.243
H 2.14917 3.54131 1.50266  0.376
H 1.09993 4.34428 0.55454  0.373
H 0.04389 4.85443 5.14138  0.286
H 1.38016 4.34834 5.79288  0.281



Record 2
The following is a quantum chemistry calculation of C42H115MgN10O11 as an isolated structure in a non-equilibrium geometry, from the OMol25 dataset.

Values from the calculation:
Total charge = +1
HOMO = -0.35827 Ha
Energy = -3243.744656 Eh
Spin multiplicity = 1

Each line ends with the Mulliken charge.
CARTESIAN COORDINATES (ANGSTROEM)
Mg 4.28194 -3.99517 -3.45516  0.905
C -0.60592 -0.13034 -0.77905  -0.971
C -0.11203 -0.46564 -2.18002  -0.166
O 1.10451 -1.15681 -2.29510  -0.482
H -0.76720 -1.02344 -0.17536  0.256
H -1.51062 0.47729 -0.75888  0.348
H 0.04671 0.54046 -0.22031  0.293
H -0.08160 0.48442 -2.71346  0.231
H -0.99020 -0.97728 -2.57392  0.230
C -4.59337 -6.39141 -3.01395  -1.288
C -5.37027 -5.96791 -1.75157  0.218
C -4.45678 -6.10926 -0.45975  -0.585
O -3.96291 -7.44298 -0.31138  -0.305
C -3.23352 -7.58998 0.88966  -0.738
N -5.75667 -4.57666 -2.01815  -0.685
H -4.30914 -7.43036 -2.84694  0.342
H -3.69392 -5.81831 -3.23899  0.279
H -5.25560 -6.44112 -3.87828  0.368
H -6.24779 -6.59661 -1.60054  0.399
H -5.11329 -5.93354 0.39244  0.350
H -3.70898 -5.32635 -0.58607  0.282
H -2.36219 -6.94567 1.00688  0.309
H -2.76982 -8.57565 0.92898  0.264
H -3.88094 -7.34085 1.73042  0.300
H -4.96157 -3.95412 -1.99896  0.230
H -6.39342 -4.21681 -1.32163  0.259
C -4.90678 -1.00771 4.87665  -1.306
C -6.06761 -1.49193 5.79623  0.278
C -5.73512 -1.92355 7.24213  -0.737
O -4.92148 -0.94972 7.86931  -0.227
C -4.56629 -1.26949 9.18286  -0.816
N -7.08242 -0.43188 5.68820  -0.722
H -4.48259 -0.05703 5.19971  0.262
H -5.34644 -0.77106 3.90773  0.414
H -4.18212 -1.82036 4.82591  0.344
H -6.53294 -2.37079 5.34994  0.331
H -5.25776 -2.90163 7.30210  0.390
H -6.66425 -1.95197 7.81136  0.380
H -5.40016 -1.61250 9.79532  0.313
H -4.12786 -0.44777 9.74913  0.251
H -3.78348 -2.02498 9.25032  0.309
H -6.59813 0.41189 5.95954  0.279
H -7.77469 -0.51078 6.41939  0.253
C 1.33395 -7.20992 -4.09336  -1.514
C 2.53226 -7.36341 -5.01393  0.332
C 2.41212 -6.69780 -6.35202  -0.896
O 2.73297 -5.34898 -6.12772  -0.141
C 2.38063 -4.53549 -7.22005  -0.816
N 3.74806 -6.91267 -4.31951  -0.481
H 1.04012 -6.17900 -3.89599  0.298
H 1.41881 -7.81902 -3.19341  0.398
H 0.47738 -7.72692 -4.52590  0.388
H 2.70329 -8.42085 -5.21558  0.403
H 1.45098 -6.86560 -6.83799  0.421
H 3.12105 -7.17439 -7.02906  0.406
H 3.01055 -4.77439 -8.07692  0.346
H 2.60736 -3.48915 -7.01547  0.222
H 1.32765 -4.66142 -7.47200  0.318
H 4.40682 -7.31264 -4.97231  0.253
H 3.88871 -7.51868 -3.52385  0.253
C 0.71125 7.30940 -1.35728  -1.407
C 2.06734 7.02286 -1.95637  0.602
C 3.05433 8.17477 -1.96307  -0.750
O 2.43021 9.30016 -2.63944  -0.304
C 3.36581 10.29598 -2.81926  -0.808
N 2.56684 5.81722 -1.37503  -0.730
H 0.00380 6.50141 -1.54374  0.382
H 0.24661 8.12331 -1.91385  0.339
H 0.76188 7.58549 -0.30405  0.311
H 1.87856 6.78616 -3.00347  0.155
H 3.91224 7.92486 -2.58727  0.395
H 3.40764 8.41846 -0.96113  0.395
H 2.92454 11.26803 -3.03947  0.296
H 4.18073 10.10470 -3.51742  0.300
H 3.82030 10.55247 -1.86230  0.317
H 2.03455 5.02649 -1.70896  0.267
H 3.50745 5.75279 -1.73722  0.240
C 9.48510 -2.55608 -2.53217  -1.482
C 8.17824 -3.27605 -2.24935  0.290
C 7.59742 -3.06042 -0.87890  -0.794
O 6.28129 -3.69031 -0.86939  -0.211
C 5.60824 -3.53085 0.39459  -0.867
N 7.27242 -3.00438 -3.34211  -0.420
H 10.23394 -2.57681 -1.74039  0.374
H 9.32659 -1.48687 -2.67276  0.422
H 10.03825 -2.94941 -3.38506  0.416
H 8.27824 -4.35642 -2.35372  0.203
H 7.46286 -1.99499 -0.69220  0.377
H 8.25538 -3.47645 -0.11594  0.363
H 6.04500 -3.98332 1.28488  0.331
H 4.57569 -3.87884 0.42372  0.281
H 5.49842 -2.47983 0.66178  0.359
H 7.37020 -2.01486 -3.51925  0.231
H 7.80012 -3.25118 -4.16717  0.291
C 5.67811 -5.30568 7.23816  -1.378
C 4.40257 -5.43040 8.10846  0.395
C 3.12361 -4.78131 7.49340  -0.667
O 3.38772 -3.45139 7.14401  -0.305
C 2.17790 -2.82650 6.74381  -0.711
N 4.18160 -6.84667 8.41145  -0.679
H 6.53625 -5.51241 7.87766  0.401
H 5.82348 -4.26915 6.93389  0.353
H 5.72930 -5.94725 6.35847  0.304
H 4.56290 -4.86149 9.02429  0.199
H 2.31403 -4.82371 8.22202  0.389
H 2.87158 -5.40104 6.63286  0.309
H 2.43374 -1.76927 6.81386  0.239
H 1.29918 -3.12325 7.31642  0.311
H 2.03913 -3.06748 5.68988  0.276
H 3.80879 -7.33864 7.61203  0.263
H 5.14141 -7.14862 8.49921  0.304
C 10.98598 3.87311 1.87541  -1.287
C 10.21856 3.22763 0.69421  0.304
C 8.69063 3.16390 0.92216  -0.687
O 8.34899 2.36836 2.03729  -0.313
C 7.04696 2.62780 2.45085  -0.708
N 10.57811 3.83641 -0.57644  -0.689
H 10.83956 4.95276 1.84361  0.332
H 12.04618 3.62679 1.93380  0.295
H 10.52712 3.54548 2.80825  0.336
H 10.51451 2.18055 0.75848  0.296
H 8.24301 2.69815 0.04420  0.349
H 8.41574 4.20844 1.06868  0.340
H 6.87403 3.67839 2.68421  0.320
H 6.95075 2.02562 3.35430  0.243
H 6.36485 2.28354 1.67348  0.290
H 10.01359 3.35363 -1.26079  0.283
H 10.18653 4.76698 -0.60468  0.295
C -3.81011 6.65815 7.16590  -1.235
C -3.44349 5.17624 6.82462  0.286
C -2.08041 4.70847 7.46971  -0.653
O -0.94624 5.40705 6.90551  -0.351
C -0.71954 5.04557 5.54899  -0.668
N -4.51916 4.41079 7.47905  -0.717
H -3.93923 6.80256 8.23854  0.337
H -4.69957 6.95011 6.60758  0.334
H -3.06148 7.38167 6.84315  0.326
H -3.50358 5.13173 5.73719  0.290
H -1.95820 3.62769 7.39844  0.397
H -2.03404 4.93374 8.53517  0.321
H -0.49751 3.98682 5.41535  0.279
H 0.09961 5.65809 5.17226  0.264
H -1.59371 5.29575 4.94788  0.254
H -4.39885 4.67994 8.44507  0.309
H -4.26038 3.43621 7.42149  0.226
C -2.47737 3.85005 -7.30710  -1.494
C -3.39280 3.05050 -8.24674  0.382
C -3.44967 1.54869 -7.93830  -0.755
O -4.43944 1.08629 -8.75986  -0.282
C -4.33165 -0.33254 -8.91269  -0.802
N -4.71008 3.59379 -8.22104  -0.643
H -2.73692 3.72747 -6.25558  0.364
H -2.57729 4.89875 -7.58701  0.397
H -1.43764 3.53308 -7.38822  0.385
H -2.95006 3.15870 -9.23688  0.322
H -3.71603 1.46497 -6.88466  0.296
H -2.45007 1.15094 -8.11346  0.376
H -3.38845 -0.57325 -9.40312  0.320
H -5.09045 -0.68183 -9.61291  0.279
H -4.60490 -0.88933 -8.01635  0.296
H -4.55503 4.57094 -8.42412  0.295
H -4.83900 3.66738 -7.22200  0.261
C -9.18847 4.09382 -1.71195  -1.478
C -8.27488 3.46864 -2.77426  0.417
C -8.91665 2.43131 -3.77844  -0.694
O -9.82536 3.10809 -4.68686  -0.371
C -11.20429 2.93277 -4.41481  -0.778
N -7.61990 4.54621 -3.46359  -0.690
H -9.78153 4.90715 -2.13010  0.399
H -8.63959 4.57591 -0.90297  0.438
H -9.76805 3.31686 -1.21343  0.312
H -7.35809 3.03909 -2.37043  0.273
H -9.42674 1.60118 -3.28978  0.406
H -8.12612 2.07864 -4.44083  0.342
H -11.52209 1.92330 -4.67568  0.328
H -11.84472 3.76357 -4.71099  0.307
H -11.38382 2.95731 -3.33998  0.281
H -7.21162 5.18351 -2.79482  0.258
H -8.39049 5.09186 -3.82215  0.251